(1)
Entry from the OMol25 dataset: C54H69FGeN4ReSi as an isolated structure (the ωB97M-V functional and the def2-TZVPD basis).

Its lowest unoccupied orbital energy (alpha / beta) is 0.162 / 0.162 hartree. Its multiplicity is 4. The total energy is -132321.526 eV. Its HOMO energy (alpha / beta) is 0.3 / -1.0 eV. The calculation puts the largest force on an atom at 0.6 eV Å⁻¹. As for the HOMO-LUMO gap (alpha / beta): 4.11 / 5.42 eV. As for the total charge: -2. The relative energy (zero: lowest compared OMol25 entry of this formula, charge and spin) is 71.6 kJ/mol.

```
131
Properties=species:S:1:pos:R:3:forces:R:3:mulliken_charge:R:1
Re 0.2741 0.3527 0.3500 -0.2 -0.4 0.4 2.727
C 3.9709 -5.2513 0.5625 0.0 0.0 0.0 -1.227
C 3.9975 -3.9262 1.3321 0.0 0.0 0.0 -1.263
C 2.6659 -3.2458 1.4043 0.1 -0.1 0.1 0.766
C 1.6890 -3.3894 2.3722 0.0 -0.1 0.0 0.915
C 1.6969 -4.3030 3.5588 0.0 0.0 0.0 -1.293
C 0.9350 -5.6145 3.3311 0.0 0.0 -0.1 -1.073
C 0.6216 -2.5291 1.9961 -0.3 0.0 0.1 -0.265
N 0.9271 -1.8511 0.8414 0.2 0.0 0.0 -0.480
C 2.1699 -2.2991 0.4766 -0.1 0.1 -0.2 -0.019
C 2.8564 -1.9074 -0.7030 0.1 -0.2 0.3 -0.760
C 2.3790 -1.0566 -1.6459 -0.3 0.3 -0.2 0.067
C 2.9933 -0.8282 -2.9586 0.1 -0.1 0.2 0.827
C 4.2975 -1.4146 -3.3955 0.0 0.0 0.0 -1.335
C 4.1583 -2.8240 -3.9795 0.0 0.0 0.0 -1.118
C 2.1365 -0.0723 -3.6695 -0.2 0.1 0.0 1.169
C 0.9863 0.1943 -2.7998 0.3 -0.2 0.1 0.087
C -0.1365 0.8327 -3.1956 -0.4 0.1 0.0 -0.868
C -1.3295 0.9971 -2.4307 0.2 -0.2 0.0 0.017
N -1.5192 0.5300 -1.1555 -0.2 0.2 0.1 -0.655
C -2.8447 0.7774 -0.8744 0.0 -0.2 0.2 -0.485
C -3.5479 0.3541 0.2874 0.0 0.3 -0.3 -0.852
C -3.0800 -0.5175 1.2281 0.1 -0.3 0.2 0.150
N -1.8415 -1.0744 1.1951 -0.3 -0.1 0.1 -0.371
C -1.7223 -1.7849 2.3389 -0.2 0.1 0.0 0.262
C -0.5891 -2.4495 2.7257 0.3 -0.1 -0.1 -0.546
C -2.9605 -1.7147 3.1364 0.2 -0.1 0.0 0.845
C -3.8079 -0.9296 2.4434 0.0 0.2 -0.2 0.515
C -5.1990 -0.5138 2.8029 0.0 0.0 0.0 -1.205
C -6.2759 -1.3982 2.1668 0.0 0.0 0.0 -1.192
C -3.1878 -2.4152 4.4376 0.0 0.0 0.0 -1.225
C -3.6332 -3.8710 4.2661 0.0 0.0 -0.1 -1.158
C -3.4730 1.4337 -1.9567 -0.1 0.2 -0.1 1.211
C -2.5093 1.5750 -2.9468 -0.1 0.0 -0.1 0.813
C -2.6720 2.1499 -4.3201 0.0 0.0 0.0 -0.850
C -3.0777 1.1121 -5.3719 0.0 0.0 0.0 -1.317
C -4.9080 1.8602 -2.0000 0.0 0.0 0.0 -1.361
C -5.8741 0.7242 -2.3583 0.0 0.0 0.0 -1.167
N 1.2025 -0.3527 -1.5566 0.2 -0.1 -0.2 -0.680
C 2.2479 0.3856 -5.0886 0.0 0.0 0.0 -0.837
C 1.4925 -0.5149 -6.0724 0.0 0.0 0.0 -1.180
H 4.9724 -5.6817 0.4595 0.0 0.0 0.0 0.415
H 3.5577 -5.0986 -0.4368 0.0 0.0 0.0 0.227
H 3.3369 -5.9826 1.0701 0.0 0.0 0.0 0.229
H 4.7229 -3.2550 0.8647 0.0 0.0 0.0 0.343
H 4.3700 -4.1040 2.3466 0.0 0.0 0.0 0.503
H 1.2602 -3.7907 4.4226 0.0 0.0 0.0 0.322
H 2.7323 -4.5310 3.8333 0.0 0.0 0.0 0.449
H -0.1189 -5.4091 3.1320 0.0 0.0 0.0 0.140
H 1.0002 -6.2799 4.1981 0.0 0.0 0.0 0.394
H 1.3313 -6.1418 2.4603 0.0 0.0 0.0 0.244
H 3.8182 -2.3705 -0.8905 0.0 0.0 0.0 0.219
H 4.9795 -1.4506 -2.5414 0.0 0.0 0.0 0.363
H 4.7633 -0.7543 -4.1335 0.0 0.0 0.0 0.550
H 3.6503 -3.4769 -3.2675 0.0 0.0 0.0 0.202
H 5.1342 -3.2599 -4.2119 0.0 0.0 0.0 0.407
H 3.5647 -2.8081 -4.8960 0.0 0.0 0.0 0.219
H -0.1392 1.2463 -4.1972 0.0 0.0 0.0 0.317
H -4.5634 0.7191 0.4016 0.0 0.0 0.0 0.264
H -0.6309 -3.0065 3.6554 0.0 0.0 0.0 0.244
H -5.3571 0.5202 2.4835 0.0 0.0 0.0 0.349
H -5.3146 -0.5204 3.8911 0.0 0.0 0.0 0.469
H -6.1536 -1.4210 1.0823 0.0 0.0 0.0 0.184
H -7.2817 -1.0319 2.3915 0.0 0.0 0.0 0.408
H -6.1985 -2.4260 2.5281 0.0 0.0 0.0 0.239
H -3.9328 -1.8688 5.0241 0.0 0.0 0.0 0.495
H -2.2639 -2.3969 5.0226 0.0 0.0 0.0 0.294
H -4.5508 -3.9275 3.6767 0.0 0.0 0.0 0.240
H -3.8120 -4.3535 5.2311 0.0 0.0 0.0 0.406
H -2.8670 -4.4382 3.7340 0.0 0.0 0.0 0.137
H -1.7360 2.6217 -4.6325 0.0 0.0 0.0 -0.229
H -3.4190 2.9516 -4.2974 0.0 0.0 0.0 0.596
H -2.3187 0.3295 -5.4390 0.0 0.0 0.0 0.152
H -3.1985 1.5617 -6.3628 0.0 0.0 0.0 0.449
H -4.0180 0.6299 -5.0957 0.0 0.0 0.0 0.213
H -5.0229 2.6737 -2.7242 0.0 0.0 0.0 0.475
H -5.1977 2.2785 -1.0304 0.0 0.0 0.0 0.401
H -5.6698 0.3456 -3.3622 0.0 0.0 0.0 0.213
H -6.9182 1.0519 -2.3223 0.0 0.0 0.0 0.416
H -5.7508 -0.1095 -1.6641 0.0 0.0 0.0 0.182
H 3.3036 0.4384 -5.3722 0.0 0.0 0.0 0.519
H 1.8597 1.4043 -5.1650 0.0 0.0 0.0 -0.189
H 1.8353 -1.5494 -5.9995 0.0 0.0 0.0 0.222
H 1.6281 -0.1787 -7.1042 0.0 0.0 0.0 0.434
H 0.4247 -0.5095 -5.8465 0.0 0.0 0.0 0.109
F 6.0522 0.2803 2.8656 0.0 0.0 0.0 -0.431
C 4.7860 0.3774 2.3425 0.1 0.0 0.0 0.099
C 4.6169 0.9340 1.0949 -0.1 0.0 0.0 -1.041
C 3.3247 0.9999 0.5746 0.1 0.0 0.1 -0.334
C 2.1949 0.5504 1.2661 0.0 0.1 -0.2 0.940
C 2.4439 0.0047 2.5310 0.1 0.1 0.2 -0.500
C 3.7214 -0.0986 3.0749 -0.1 0.1 0.0 -0.849
H 5.4769 1.2809 0.5336 0.0 0.0 0.0 0.416
H 3.2058 1.3755 -0.4328 0.0 0.0 0.0 0.052
H 1.6150 -0.4084 3.0963 0.0 0.1 0.0 0.609
H 3.8914 -0.5511 4.0453 0.0 0.0 0.0 0.420
C 1.6487 3.7957 0.7542 0.1 0.2 0.0 -0.921
Si 0.4506 2.7691 -0.2924 0.1 -0.1 -0.1 0.522
C -1.1915 3.6804 -0.1505 -0.2 0.1 0.0 -0.706
C 1.0506 3.3349 -2.0380 0.1 0.1 -0.1 0.778
C 0.1842 3.9488 -2.9493 0.1 0.0 0.0 -0.224
C 0.6163 4.3913 -4.1961 0.0 0.0 0.1 -0.694
C 1.9452 4.2412 -4.5699 0.0 0.0 0.0 -0.745
C 2.8335 3.6502 -3.6787 -0.1 0.0 0.0 -0.666
C 2.3877 3.2119 -2.4382 -0.1 0.1 -0.1 0.036
H 1.4218 4.8596 0.6136 0.0 0.0 0.0 0.418
H 2.6884 3.6247 0.4654 0.0 0.0 0.0 0.290
H 1.5676 3.5546 1.8111 0.0 0.0 0.0 -0.443
H -1.0850 4.7307 -0.4468 0.0 0.0 0.0 0.480
H -1.5302 3.6459 0.8866 0.0 0.0 -0.1 -0.216
H -1.9685 3.2161 -0.7643 0.0 0.0 0.0 -0.033
H -0.8656 4.0488 -2.6953 0.0 0.0 0.0 0.310
H -0.0911 4.8477 -4.8812 0.0 0.0 0.0 0.348
H 2.2852 4.5792 -5.5426 0.0 0.0 0.0 0.326
H 3.8742 3.5183 -3.9558 0.0 0.0 0.0 0.398
H 3.1050 2.7495 -1.7724 0.0 0.0 0.0 0.210
C 1.4845 2.7322 4.3558 0.1 0.1 0.0 -1.550
Ge -0.2217 2.2627 3.5162 -0.1 -0.1 0.0 0.610
C -1.1630 1.1770 4.8557 -0.1 -0.1 0.1 -1.343
C -1.1972 3.9691 3.4535 -0.1 0.1 0.0 -1.593
C -0.4948 1.2757 1.8742 0.3 -0.1 -0.6 0.168
H 1.2356 3.2892 5.2652 0.0 0.0 0.0 0.523
H 2.1004 3.3634 3.7164 0.0 0.0 0.1 0.499
H 2.0673 1.8566 4.6234 0.0 -0.1 0.0 0.396
H -1.2909 1.7436 5.7825 0.0 0.0 0.0 0.523
H -0.6039 0.2626 5.0688 0.0 0.0 0.0 0.309
H -2.1427 0.8830 4.4712 0.0 0.0 0.0 0.206
H -1.2080 4.4050 4.4569 0.0 0.0 0.0 0.495
H -2.2270 3.8168 3.1231 0.0 0.0 0.0 0.383
H -0.7179 4.6704 2.7683 0.0 0.0 0.0 0.409
H -1.5971 1.2782 1.8272 0.0 0.0 0.0 0.295
```
Forces are in eV/Å.

***

(2)
Entry from the OMol25 dataset: a 8-piece molecular cluster, C30H36IN10O5PS overall at a distorted geometry (the ωB97M-V functional and the def2-TZVPD basis).

Its lowest unoccupied orbital energy is -0.066 hartree. Its structure (SMILES) is N=P(O)(O)c1cc2c(c(I)c1CCCCSc1nnco1)C(=O)C=CC2=O.CC#N.CC#N.CC#N.CC#N.CC#N.CC#N.CC#N. The total energy is -85031.816 eV. Its HOMO energy is -8.6 eV. The calculation puts the largest force on an atom at 10.1 eV Å⁻¹. As for the HOMO-LUMO gap: 6.78 eV. As for the total charge: 0.

```
84
Properties=species:S:1:pos:R:3:forces:R:3:mulliken_charge:R:1
N -3.9838 2.8941 -3.4575 1.3 -3.2 1.5 -0.796
P -3.7083 1.7675 -2.2840 -1.5 2.4 -4.0 0.778
O -5.2989 1.4117 -1.5813 3.9 -0.2 0.9 -0.522
O -3.0495 0.3647 -3.0783 -2.7 0.4 2.5 -0.346
C -2.5517 2.5972 -1.0106 2.4 1.7 4.9 0.465
C -3.2732 3.2167 0.3523 4.2 0.3 -0.2 -0.599
C -2.3536 3.9440 1.4980 0.7 -0.8 -1.9 0.146
C -0.7051 4.1437 1.3627 -2.1 -1.7 -2.5 0.546
C 0.0158 3.5343 0.0230 -4.7 0.2 1.4 -0.642
I 2.1958 3.8058 -0.1469 -2.1 -0.5 0.1 0.044
C -0.9233 2.7544 -1.1205 -1.0 0.9 1.0 0.273
C -0.1227 2.1182 -2.4225 0.0 -0.7 1.1 -0.529
C 0.6491 0.7471 -1.8725 0.5 -0.5 0.2 -0.069
C -0.2702 -0.1682 -0.8694 -0.2 -0.8 1.1 0.115
C 0.4392 -1.6496 -0.5531 0.3 1.9 -1.4 -0.495
S -0.0599 -2.2957 1.1336 1.4 1.0 0.7 -0.120
C 0.7363 -1.2668 2.4831 -1.6 2.4 3.4 0.434
N -0.1567 -0.7967 3.6167 5.1 -0.6 -3.4 -0.329
N 0.6035 -0.0195 4.5110 5.7 -2.0 -5.2 -0.180
C 2.0150 -0.0169 3.9018 -3.8 -0.8 0.6 0.002
O 2.1345 -0.7858 2.6418 -4.9 0.9 3.6 -0.287
C 0.0346 4.9256 2.6033 3.0 3.0 0.7 0.302
O 1.0554 5.7819 2.5086 -6.1 -5.4 0.2 -0.507
C -0.6115 4.6400 4.1200 -4.3 -0.6 -1.4 -0.209
C -2.1101 4.4343 4.2483 4.2 0.6 -1.0 -0.401
C -3.0816 4.5180 2.8897 -3.6 1.0 -0.2 0.159
O -4.3411 4.9608 2.8919 7.8 -2.9 0.1 -0.525
H -3.6552 2.4406 -4.3570 -0.6 0.7 1.2 0.248
H -5.1900 1.1389 -0.6202 -0.2 0.3 -1.4 0.326
H -3.7703 -0.3586 -3.0719 1.7 1.5 0.0 0.238
H -4.4306 3.1104 0.4886 2.5 0.4 -0.1 0.306
H -0.8496 1.7604 -3.2670 1.1 0.9 1.8 0.197
H 0.6444 2.8849 -2.8836 -1.6 -1.4 1.2 0.208
H 1.6437 1.0028 -1.2715 -2.2 -0.3 -1.3 0.127
H 1.0127 0.0824 -2.7932 -1.0 1.4 1.9 -0.013
H -0.4275 0.3153 0.2105 0.5 -0.6 -2.5 0.267
H -1.3421 -0.4195 -1.2667 2.0 0.8 0.4 -0.172
H 0.0191 -2.3955 -1.3802 1.2 1.2 2.1 0.266
H 1.5993 -1.4975 -0.6092 -2.2 -0.7 0.0 0.265
H 2.9425 0.5252 4.3801 -2.1 -1.4 -1.5 0.264
H 0.1305 4.6239 5.0253 -1.6 0.1 -2.0 0.287
H -2.5367 4.2121 5.3237 0.6 0.7 -2.6 0.306
C 3.3266 1.2914 7.7869 -0.5 0.5 -1.0 -0.847
C 2.7986 1.9558 6.5259 -2.9 3.7 -6.8 0.543
N 2.3605 2.5069 5.4798 3.6 -4.2 8.5 -0.505
H 4.1908 0.6666 7.5453 -0.2 0.1 -0.1 0.285
H 3.6292 2.0530 8.5109 -0.1 0.0 -0.2 0.320
H 2.5484 0.6658 8.2326 0.0 0.1 -0.2 0.272
C 3.5096 -0.8176 -5.0678 -0.1 -0.7 1.1 -0.494
C 3.4179 -1.5765 -3.7539 -0.5 -4.1 7.2 0.396
N 3.3420 -2.2060 -2.6640 0.6 5.1 -8.7 -0.498
H 4.5379 -0.8378 -5.4390 -0.2 -0.1 0.1 0.333
H 2.8536 -1.2787 -5.8112 0.1 0.0 0.1 0.013
H 3.2048 0.2220 -4.9199 0.0 -0.2 0.1 0.263
C -0.3910 -1.4086 -7.3696 1.1 0.0 -0.5 -0.520
C 0.9886 -1.4565 -8.0058 7.5 -0.3 -3.5 0.335
N 2.1331 -1.4964 -8.5335 -9.1 0.3 4.3 -0.457
H -0.3186 -1.0168 -6.3513 0.1 -0.1 -0.2 0.110
H -1.0490 -0.7602 -7.9546 0.2 -0.1 0.0 0.293
H -0.8206 -2.4135 -7.3346 0.2 0.1 0.0 0.258
C 0.3532 -4.8436 4.1028 -0.6 -1.1 0.2 -0.430
C -0.3586 -6.1683 4.3240 -3.9 -7.2 1.2 0.310
N -0.9491 -7.2672 4.5074 4.7 8.8 -1.5 -0.538
H -0.1115 -4.0642 4.7130 0.0 -0.2 -0.1 0.311
H 1.4062 -4.9348 4.3831 -0.2 -0.1 0.0 0.310
H 0.2887 -4.5570 3.0496 0.0 -0.1 0.1 0.023
C 0.5117 -9.9482 2.9570 1.0 0.2 -0.7 -0.375
C 1.7714 -9.7510 2.1296 6.9 1.0 -4.5 0.302
N 2.8164 -9.5875 1.4432 -8.4 -1.3 5.5 -0.423
H 0.7467 -10.5082 3.8664 0.1 0.1 -0.2 0.247
H 0.0925 -8.9774 3.2351 0.1 -0.2 -0.1 0.009
H -0.2311 -10.5043 2.3785 0.2 0.1 0.0 0.250
C -3.6406 -3.7796 -2.2706 0.8 0.7 -0.6 -0.846
C -2.6242 -2.9466 -3.0345 5.6 4.5 -4.2 0.468
N -1.7810 -2.2555 -3.6680 -6.7 -5.6 5.0 -0.444
H -4.3893 -3.1269 -1.8132 0.2 0.0 -0.1 0.275
H -4.1413 -4.4733 -2.9516 0.2 0.2 0.0 0.327
H -3.1392 -4.3514 -1.4851 0.0 0.2 -0.2 0.279
C 2.4380 7.9567 -1.9322 -0.2 -1.1 -0.6 -0.712
C 2.1614 6.6314 -2.6232 -1.5 -7.2 -3.9 0.411
N 1.9319 5.5320 -3.1965 1.8 8.9 4.5 -0.475
H 2.0011 7.9528 -0.9297 0.0 -0.1 -0.2 0.241
H 3.5166 8.1163 -1.8499 -0.2 -0.1 -0.1 0.264
H 1.9997 8.7762 -2.5083 0.0 -0.2 0.0 0.289
```
Forces are in eV/Å.